[1]
# CH4N4O

A 3-piece molecular cluster, CH4N4O overall at a distorted geometry (ωB97M-V with the def2-TZVPD basis set, the OMol25 dataset).

The geometry in XYZ format:
```
10
Properties=species:S:1:pos:R:3:forces:R:3:nbo_charge:R:1
C 1.8607 0.5847 0.5420 0.74 0.73 0.12 0.55
N -2.6619 -0.4789 0.6644 -0.69 0.09 -0.45 0.30
N -1.9028 0.0739 1.2523 1.42 1.26 1.50 -0.15
N -3.2844 -1.2057 -0.0395 -2.33 -1.88 -1.85 -0.53
N 2.8823 1.1041 0.5392 0.74 0.42 0.48 -0.44
O 0.7802 -0.0197 0.3294 -3.03 -1.14 0.56 -0.67
H 3.0339 0.2283 -2.0092 -0.43 -0.43 -0.20 -0.02
H 3.5867 0.6944 -1.9632 0.47 0.37 -0.03 0.02
H -4.2985 -1.0896 -0.2877 1.58 0.47 0.83 0.41
H 0.0037 0.1086 0.9724 1.53 0.11 -0.95 0.54
```
Forces are in eV/Å.

## Properties
Energy relative to the best compared isomer or geometry (same formula, charge and spin), eV: 2.626
Total energy, Ha: -334.623297
Charge: 0



[2]
# C26H43BrN2O2PTe4Tl

C26H43BrN2O2PTe4Tl as an isolated structure (ωB97M-V with the def2-TZVPD basis set, the OMol25 dataset).

The geometry in XYZ format:
```
80
Properties=species:S:1:pos:R:3:forces:R:3:lowdin_charge:R:1
Tl -0.8336 2.3218 -0.9690 -0.38 -0.47 -0.14 0.46
N -0.3782 1.9481 1.5079 0.28 0.17 0.46 -0.09
C -1.4608 1.8633 2.4917 -0.03 0.03 -0.02 -0.25
C -2.3027 0.5991 2.3137 0.00 0.02 0.17 -0.12
C -3.2945 0.6550 1.1419 0.27 -0.19 0.05 -0.72
O -4.4622 0.3024 1.3420 -0.22 -0.03 0.13 -0.04
O -2.7839 1.0197 0.0461 -0.12 0.26 -0.58 -0.22
H 0.1833 1.1000 1.5203 -0.18 0.13 -0.03 0.00
H 0.2513 2.7343 1.6698 -0.17 0.00 0.11 0.03
H -2.1018 2.7369 2.3576 -0.04 0.07 0.05 0.10
H -1.0785 1.9000 3.5220 0.02 -0.01 -0.07 0.11
H -2.8595 0.3857 3.2289 0.05 0.04 0.00 0.10
H -1.6270 -0.2441 2.1271 -0.07 0.05 0.02 0.08
Te 2.4790 3.3605 -1.9628 0.27 -0.10 -0.20 -0.23
Te 5.0251 3.7316 -1.1672 -0.04 -0.06 0.03 -0.34
Te 2.0175 6.9983 0.7398 -0.05 -0.10 0.01 -0.39
Te 0.7498 4.9503 -0.4787 0.16 0.67 0.19 -0.27
Br -3.7833 3.7515 -2.7878 0.12 -0.07 -0.04 0.73
C -3.8738 4.4582 -1.0297 -0.31 0.18 0.36 -0.74
C -5.1125 4.9251 -0.5934 0.30 -0.01 0.19 -0.11
C -5.1605 5.4791 0.6762 0.03 -0.01 0.03 -0.07
C -4.0004 5.5511 1.4440 0.01 -0.17 -0.25 -0.05
C -2.8323 5.0305 0.9075 -0.12 0.20 0.00 -0.14
N -2.7773 4.4941 -0.3116 -0.08 -0.20 -0.27 0.00
H -5.9814 4.8389 -1.2280 -0.02 0.04 0.03 0.09
H -6.1020 5.8507 1.0645 0.04 0.00 -0.01 0.10
H -3.9874 5.9875 2.4334 -0.07 -0.01 -0.03 0.10
H -1.8937 5.0685 1.4511 0.01 -0.04 -0.03 0.09
C -0.3767 -4.6868 1.8595 -0.01 0.01 0.03 -0.21
C 0.5527 -3.7259 2.6222 0.00 0.01 -0.03 -0.19
C 0.5078 -2.3093 2.0350 0.05 -0.06 -0.05 -0.22
C 0.3946 -2.3703 0.5066 -0.15 -0.08 0.07 -0.44
C -0.9986 -2.9421 0.1525 0.06 -0.01 0.04 -0.20
C -1.5249 -3.9126 1.2223 0.05 -0.01 -0.03 -0.20
P 0.5980 -0.6897 -0.2402 0.23 -0.18 -0.12 1.09
C 0.3544 -0.9387 -2.0602 -0.09 -0.02 -0.12 -0.46
C 1.0818 -2.0997 -2.7614 -0.01 0.05 -0.05 -0.19
C 0.4655 -2.3925 -4.1427 0.04 0.03 -0.01 -0.21
C -0.0481 -1.1045 -4.7814 -0.03 -0.02 0.03 -0.20
C -1.2195 -0.5289 -3.9616 0.03 -0.03 0.00 -0.19
C -1.1232 -0.9375 -2.4861 0.04 0.03 0.00 -0.24
C 2.4230 -0.3480 -0.1616 0.15 -0.05 -0.04 -0.43
C 2.7531 0.4894 1.0905 0.03 0.03 -0.07 -0.23
C 4.2618 0.5992 1.2710 -0.01 -0.07 0.01 -0.21
C 4.8846 -0.7701 1.5884 -0.04 0.01 0.00 -0.20
C 4.0762 -1.9272 0.9828 0.03 0.04 -0.05 -0.20
C 3.4213 -1.5210 -0.3360 -0.03 0.08 0.06 -0.19
H -0.7556 -5.4599 2.5324 0.01 -0.03 -0.01 0.10
H 0.1828 -5.2022 1.0728 0.00 -0.01 -0.02 0.11
H 1.5811 -4.0972 2.5816 0.00 -0.01 0.03 0.10
H 0.2692 -3.6928 3.6776 0.01 0.01 0.01 0.10
H 1.3917 -1.7584 2.3502 0.01 0.05 0.02 0.08
H -0.3539 -1.7604 2.4238 0.06 -0.05 0.02 0.09
H 1.1722 -3.0470 0.1363 0.01 -0.05 -0.01 0.10
H -0.9396 -3.4583 -0.8088 -0.01 0.02 -0.02 0.10
H -1.7132 -2.1229 0.0344 -0.02 0.01 -0.04 0.11
H -2.2545 -4.5923 0.7766 -0.02 0.01 0.01 0.10
H -2.0544 -3.3546 1.9985 -0.03 0.00 0.01 0.11
H 0.7823 0.0001 -2.4427 -0.02 0.00 0.03 0.08
H 1.0471 -3.0063 -2.1506 0.01 -0.02 0.03 0.09
H 2.1349 -1.8396 -2.8884 0.02 -0.02 0.03 0.11
H -0.3662 -3.0972 -4.0425 0.00 -0.01 0.00 0.11
H 1.2085 -2.8748 -4.7834 -0.01 -0.02 0.00 0.10
H -0.3559 -1.2803 -5.8151 0.01 0.02 -0.01 0.10
H 0.7720 -0.3821 -4.8180 0.01 0.01 -0.02 0.11
H -2.1707 -0.8755 -4.3745 -0.02 0.01 0.00 0.11
H -1.2186 0.5614 -4.0332 -0.01 0.02 -0.01 0.10
H -1.5406 -1.9384 -2.3560 0.00 -0.02 0.02 0.10
H -1.7259 -0.2759 -1.8596 -0.02 -0.01 0.00 0.06
H 2.5643 0.3423 -1.0042 -0.03 -0.03 0.04 0.05
H 2.3050 0.0545 1.9918 -0.03 0.00 0.04 0.09
H 2.3216 1.4862 0.9633 0.06 -0.01 -0.01 0.09
H 4.4997 1.3165 2.0574 0.01 0.03 -0.01 0.11
H 4.6839 1.0199 0.3556 0.00 0.02 0.01 0.03
H 4.9517 -0.9100 2.6719 0.03 -0.02 0.01 0.10
H 5.9078 -0.7988 1.2045 0.02 0.01 0.01 0.10
H 3.3007 -2.2458 1.6834 -0.03 -0.02 0.02 0.08
H 4.7218 -2.7962 0.8239 -0.02 -0.02 0.02 0.10
H 2.9405 -2.3889 -0.7866 -0.01 -0.02 -0.05 0.07
H 4.2076 -1.2073 -1.0293 0.02 0.00 -0.02 0.12
```
Forces are in eV/Å.

## Properties
Energy relative to the best compared isomer or geometry (same formula, charge and spin), eV: 0.985
Total energy, Ha: -5436.573495
Charge: -2



[3]
# C3H3N3O2

A single C3H3N3O2 molecule at a distorted geometry (ωB97M-V with the def2-TZVPD basis set, the OMol25 dataset).

The geometry in XYZ format:
```
11
Properties=species:S:1:pos:R:3:forces:R:3:nbo_charge:R:1
O 0.3353 -1.5958 1.7566 0.37 -2.33 1.96 -0.56
C -0.0312 -0.8382 0.9514 -1.62 6.44 -3.07 0.72
N -1.1761 0.0681 0.9272 1.27 -2.05 0.91 -0.47
C -1.3621 0.8083 -0.1089 -2.31 0.96 -1.76 0.08
C -0.5815 0.7547 -1.3061 2.29 0.95 0.57 -0.13
N 0.6822 0.2753 -1.1663 -1.02 0.07 0.42 -0.13
N 0.9546 -0.2806 -0.0093 -2.84 -1.36 0.68 0.06
O 2.1524 -0.8207 0.2111 2.15 -0.79 0.34 -0.51
H -2.3021 1.5374 -0.1468 2.02 -1.61 0.43 0.20
H -0.7542 1.4306 -2.1989 0.16 -1.30 1.18 0.23
H 2.0826 -1.3390 1.0901 -0.46 1.01 -1.67 0.51
```
Forces are in eV/Å.

## Properties
SMILES string: O=c1nccnn1O
Energy relative to the best compared isomer or geometry (same formula, charge and spin), eV: 4.599
Total energy, Ha: -430.751960
Charge: 0



[4]
# C2ClF3

A single C2ClF3 molecule at a distorted geometry (ωB97M-V with the def2-TZVPD basis set, the OMol25 dataset).

The geometry in XYZ format:
```
6
Properties=species:S:1:pos:R:3:forces:R:3:nbo_charge:R:1
F -1.2171 0.7080 -0.9700 -0.55 0.46 -0.67 -0.28
C -0.6063 0.2358 0.0741 -1.46 0.85 0.69 0.65
F -1.3483 0.4168 1.1815 0.93 -0.55 -0.88 -0.29
C 0.5945 -0.2711 -0.0008 -0.38 -0.23 0.98 0.14
F 1.0689 -0.7978 1.1178 0.94 -0.29 0.24 -0.29
Cl 1.5084 -0.2918 -1.4027 0.51 -0.24 -0.37 0.08
```
Forces are in eV/Å.

## Properties
SMILES string: FC(F)=C(F)Cl
Energy relative to the best compared isomer or geometry (same formula, charge and spin), eV: 0.121
Total energy, Ha: -835.950611
Charge: 0



[5]
# C5H6O2

A single C5H6O2 molecule at a distorted geometry (ωB97M-V with the def2-TZVPD basis set, the OMol25 dataset).

The geometry in XYZ format:
```
13
Properties=species:S:1:pos:R:3:forces:R:3:nbo_charge:R:1
C -1.5520 -3.2313 0.5985 0.60 1.09 -0.09 -0.24
C -1.0462 -2.1330 0.6320 -0.49 -1.49 -0.40 -0.03
C -0.4304 -0.8721 0.5337 0.21 0.96 0.01 -0.40
C -0.4131 -0.1771 -0.6170 -0.53 -0.54 0.52 0.22
O 0.0192 1.0712 -0.7956 2.53 0.52 0.59 -0.61
C 1.4368 1.7433 -0.2166 -2.20 -1.21 -1.44 0.28
O 0.8905 2.8563 0.2905 -0.97 1.04 -0.11 -0.70
H -1.9028 -4.2136 0.4482 -0.25 -0.34 0.19 0.23
H -0.0563 -0.4213 1.4452 0.21 0.03 -0.03 0.22
H -0.9263 -0.5654 -1.4960 0.16 -0.09 0.03 0.18
H 2.0471 1.2299 0.5293 -0.56 -0.53 -0.06 0.17
H 1.9312 1.8005 -1.1908 0.04 0.27 0.20 0.16
H 0.0023 2.9124 -0.1614 1.25 0.29 0.59 0.51
```
Forces are in eV/Å.

## Properties
SMILES string: C#C/C=C/OCO
Energy relative to the best compared isomer or geometry (same formula, charge and spin), eV: 4.009
Total energy, Ha: -344.454582
Charge: 0



[6]
# C3H4O2

A single C3H4O2 molecule at a distorted geometry (ωB97M-V with the def2-TZVPD basis set, the OMol25 dataset).

The geometry in XYZ format:
```
9
Properties=species:S:1:pos:R:3:forces:R:3:nbo_charge:R:1
C 1.0332 -0.6926 0.1295 3.06 -2.97 0.26 -0.31
C -0.4472 1.4619 -0.1419 2.75 -5.13 0.61 0.22
C -0.1749 -0.0293 0.0084 -2.64 5.31 -0.72 0.20
O -1.6232 1.5443 -0.0048 -4.32 3.64 -0.10 -0.53
O -1.2916 -0.8019 0.1199 2.09 0.47 -0.40 -0.54
H 1.9666 -0.3402 -0.2422 0.37 0.30 -0.25 0.20
H 0.9734 -1.7476 0.3767 0.48 -0.01 0.28 0.16
H 0.3531 2.2287 -0.3233 -0.63 -0.44 0.11 0.14
H -0.7895 -1.6233 0.0778 -1.17 -1.19 0.20 0.47
```
Forces are in eV/Å.

## Properties
Spin multiplicity: 3
Energy relative to the best compared isomer or geometry (same formula, charge and spin), eV: 0.813
Total energy, Ha: -266.999759
Charge: 0